This record from OMol25 describes a structure of composition C16H11BCl28N4O4S in a non-equilibrium geometry. The level of theory is ωB97M-V/def2-TZVPD.

Output
HOMO	-8.81	eV

```
65
Properties=species:S:1:pos:R:3:forces:R:3
C 2.10599 2.70905 2.94347 0.1 0.0 0.1
O 1.62041 1.63818 3.80649 -1.5 0.4 -0.4
B 0.25779 1.42822 3.52281 0.0 -0.2 0.2
O -0.77864 1.88278 4.36572 1.4 0.3 -1.1
C -0.12671 0.64723 2.15812 -0.3 -1.4 -2.0
C -0.97802 1.35055 1.09762 1.0 -3.7 -0.7
C -1.28905 0.62891 -0.11734 -1.2 1.6 0.1
C -2.12183 1.35053 -1.25652 1.1 0.0 0.1
C -1.03486 1.72507 -2.38937 0.0 -0.3 1.6
N -0.21808 2.84154 -1.79730 -0.5 -0.1 -1.1
C -0.86906 -0.77532 -0.41509 0.4 1.2 1.7
N -1.15393 -1.53417 -1.54946 2.0 -0.3 4.0
S -0.37816 -2.97373 -1.15112 0.0 1.0 0.4
N 0.32939 -2.70769 0.32082 -1.6 2.3 -0.9
C -0.03564 -1.41004 0.66612 -0.2 -0.9 -1.1
C 0.33621 -0.69441 1.91460 -1.7 2.7 -0.1
O 1.12408 -1.33216 2.91558 -2.3 0.7 -2.1
N 2.39365 -1.57774 2.33779 1.5 2.1 -0.6
O 2.82036 -0.59220 1.86052 0.2 -1.3 -0.1
H 2.20141 3.63090 3.57278 0.2 -0.8 -0.6
H 3.08648 2.34836 2.52669 -1.0 0.7 0.3
H 1.37640 2.96129 2.11490 0.9 -0.4 0.6
H -1.44760 2.38913 3.87233 0.0 -0.7 0.3
H -1.31247 2.39163 1.31833 0.2 -1.0 -0.6
H -2.57119 2.30833 -0.86812 0.5 -1.1 -0.4
H -2.95558 0.71291 -1.64907 0.9 0.3 0.3
H -0.34863 0.83796 -2.49709 -0.9 0.8 -0.3
H -1.50880 2.01082 -3.36313 0.4 -0.4 0.8
H -0.40835 3.64761 -2.39547 0.5 -0.1 0.4
H 0.78106 2.62171 -1.84272 -0.9 0.3 -0.1
C 2.08444 -4.03697 5.71832 0.1 -0.1 -0.2
Cl 0.98349 -3.16667 6.80614 0.5 0.2 -0.1
Cl 2.15329 -3.20004 4.15844 0.3 -1.6 1.6
Cl 3.70527 -4.08781 6.43809 -0.2 0.0 0.0
Cl 1.49291 -5.69177 5.47771 0.1 0.2 0.1
C 2.91006 0.10620 -2.96926 0.0 -0.2 0.0
Cl 2.45633 -1.06382 -1.71931 0.1 0.2 -0.1
Cl 2.73710 1.75250 -2.32620 0.5 -0.3 -0.1
Cl 4.59421 -0.16444 -3.44823 -0.2 0.1 0.1
Cl 1.85512 -0.09183 -4.37922 0.2 0.1 0.3
C -2.51691 -6.23369 7.20633 0.0 0.1 0.1
Cl -3.89706 -5.78392 6.18761 0.1 -0.1 0.1
Cl -1.43772 -4.83967 7.38957 -0.4 -0.5 0.0
Cl -3.10174 -6.74513 8.80091 0.0 0.0 -0.2
Cl -1.63280 -7.56957 6.44602 -0.1 0.1 0.1
C 3.06686 -0.23496 -8.07685 0.1 0.0 0.0
Cl 3.25408 -0.60273 -9.79987 0.0 0.1 0.3
Cl 1.34573 -0.27573 -7.64887 0.1 0.0 -0.2
Cl 3.94367 -1.44005 -7.11697 -0.1 0.1 -0.1
Cl 3.72057 1.37847 -7.74006 -0.1 -0.2 0.0
C 2.46485 -3.65997 -12.47052 0.0 0.0 0.0
Cl 2.36942 -4.23202 -10.79544 0.0 0.1 -0.2
Cl 1.36541 -4.61151 -13.48411 0.1 0.1 0.1
Cl 1.99946 -1.95017 -12.53779 0.0 -0.2 -0.1
Cl 4.12495 -3.84364 -13.06428 -0.2 0.0 0.1
C -3.71176 3.24701 6.43502 0.1 -0.2 0.3
Cl -4.76658 4.11182 7.56686 0.1 -0.1 -0.2
Cl -3.65975 4.11024 4.89147 0.0 0.1 0.0
Cl -2.07272 3.15500 7.08582 -0.2 0.0 0.1
Cl -4.33751 1.60885 6.17719 0.0 0.2 0.0
C -4.08202 5.12245 0.15171 0.1 0.1 -0.1
Cl -4.15338 4.48791 1.79849 -0.1 0.0 -0.1
Cl -5.20442 4.21520 -0.87753 0.1 0.1 0.1
Cl -4.52315 6.83904 0.13806 0.0 -0.2 0.0
Cl -2.42631 4.92612 -0.44213 -0.1 0.1 0.0
```
Positions in Å, forces in eV/Å.

This record from OMol25 describes a structure of composition C16H11Br2N4O4Ru in a non-equilibrium geometry. The level of theory is ωB97M-V/def2-TZVPD.

Output
total charge	+3
2S+1	5
HOMO (alpha / beta)	-18.62 / -18.51	eV

```
38
Properties=species:S:1:pos:R:3:forces:R:3
Ru -0.33839 -0.11931 -0.52006 -0.7 -0.9 -0.5
C 1.24536 -0.81679 3.12416 0.0 0.2 -0.2
C 0.38223 -1.77023 2.41579 0.6 0.5 0.6
N -0.16631 -1.58474 1.20765 -1.1 -0.8 -1.2
C -0.89435 -2.71292 0.91972 0.6 2.5 -1.2
C -0.78388 -3.59538 1.97224 0.5 -1.4 2.3
N 0.02160 -2.97232 2.88919 -0.8 -1.1 -0.4
C -1.34411 -4.99464 2.25970 0.8 0.8 0.7
O -2.09072 -5.55397 1.39254 -0.8 -0.8 -0.8
O -0.99193 -5.41945 3.32854 -0.1 0.0 -0.1
C -1.64169 -2.80764 -0.39539 0.1 -0.9 1.0
O -2.27720 -3.80194 -0.63587 0.0 0.2 -0.2
O -1.47252 -1.75173 -1.09224 0.4 1.4 -0.5
H 1.38676 0.08550 2.52541 0.0 -0.1 0.1
H 2.21860 -1.26530 3.34246 0.0 -0.1 0.0
H 0.81154 -0.54790 4.09128 -0.1 0.0 0.1
H 0.28607 -3.38675 3.78282 -0.1 -0.2 0.0
H -2.31737 -5.10162 0.53359 0.4 0.1 0.6
Br -2.27208 6.22877 -0.60518 0.3 -1.2 0.0
C -1.74299 4.40529 -0.59279 -0.4 0.8 0.1
C -2.52825 3.43690 0.05422 0.4 0.1 -0.2
C -2.07844 2.13089 0.05651 -0.8 0.0 0.5
N -0.92974 1.76727 -0.51776 0.3 0.6 -0.3
C -0.17671 2.68052 -1.18953 -0.1 0.8 0.0
C -0.56407 4.01345 -1.24022 0.1 -0.6 0.1
C 1.00330 2.07837 -1.81768 0.5 0.5 -0.3
C 1.96434 2.72350 -2.58545 -0.4 -0.3 0.3
C 3.01853 1.97611 -3.12623 0.7 0.2 -0.5
Br 4.37219 2.83915 -4.14017 -0.9 -0.6 0.7
C 3.05682 0.58759 -2.91740 -0.2 0.4 0.1
C 2.06162 0.01848 -2.14682 0.6 -0.7 -0.2
N 1.08504 0.73886 -1.59107 0.1 0.7 -0.2
H -3.45851 3.70688 0.53655 0.0 -0.1 0.0
H -2.64959 1.32837 0.53225 0.0 0.3 -0.1
H 0.02620 4.74631 -1.77242 0.1 0.0 0.0
H 1.90741 3.78678 -2.77293 0.0 0.0 0.0
H 3.84328 -0.01811 -3.34804 -0.1 0.0 0.0
H 2.02798 -1.05824 -1.95737 0.2 0.2 -0.1
```
Positions in Å, forces in eV/Å.

This record from OMol25 describes a structure of composition C16H11BrF2NO4S2 in a non-equilibrium geometry. The level of theory is ωB97M-V/def2-TZVPD.

Output
total charge	-1
relative energy (zero: lowest compared OMol25 entry of this formula, charge and spin)	5.7	kcal/mol
HOMO	-5.13	eV

```
37
Properties=species:S:1:pos:R:3:forces:R:3
Br -1.67220 1.14053 0.57818 0.3 -0.2 -1.4
C -2.38970 1.26336 -1.37992 -2.3 0.7 1.1
S -2.62093 3.09432 -1.74691 0.3 -1.1 0.6
C -0.99026 3.63268 -1.08808 -0.2 0.4 0.1
C -1.07429 4.31688 0.12578 0.0 0.4 -0.2
C 0.05337 4.94091 0.65473 0.2 -0.2 -0.3
C 1.28424 4.80613 -0.00236 -0.1 0.1 0.1
C 1.39841 4.02570 -1.15652 -0.5 -0.1 0.2
C 0.26074 3.38883 -1.67518 -0.2 0.3 -0.4
O -2.75323 3.40185 -3.17320 0.5 -0.5 1.7
O -3.68557 3.44636 -0.84107 0.3 0.8 -0.2
H -3.33121 0.72111 -1.03002 0.9 1.3 -1.1
H -2.02595 4.35934 0.65318 0.2 0.1 -0.3
H -0.05322 5.54268 1.56273 0.2 -0.3 -0.3
H 2.16719 5.30081 0.40382 -0.2 -0.1 -0.1
H 2.36273 3.92673 -1.66891 -0.5 -0.1 0.3
H 0.38003 2.72755 -2.53698 -0.3 0.3 0.2
F -3.03519 -1.69322 -2.83077 1.8 0.4 1.4
C -1.88298 -1.12047 -2.25910 1.0 0.7 -1.6
F -0.76325 -1.79063 -2.67932 -1.7 0.5 -0.2
S -1.85239 0.72743 -2.94522 1.1 -3.1 1.0
N 0.08524 -1.90820 0.22966 -0.9 2.0 -2.2
C 1.43814 -2.09893 -0.01697 -1.8 -1.4 2.1
O 2.21826 -1.60867 -0.80447 -0.3 0.5 -0.4
C 1.82221 -3.16091 0.99641 -0.3 -0.9 0.8
C 0.66965 -3.44237 1.75630 0.9 -0.5 0.2
C 0.67121 -4.35130 2.78007 0.2 -0.1 0.0
C 1.84388 -5.07762 3.00599 1.0 0.1 -0.5
C 3.00044 -4.84993 2.20949 -0.7 0.0 0.4
C 2.99317 -3.86523 1.20576 -0.4 0.2 0.0
C -0.48551 -2.66358 1.20618 2.7 0.3 -1.0
O -1.64522 -2.75662 1.55363 -0.6 0.2 0.1
H -1.76044 -1.03258 -1.15332 -0.8 -0.7 -0.5
H -0.24844 -4.45191 3.35115 0.2 -0.3 0.1
H 1.86930 -5.82869 3.78900 0.1 0.0 -0.1
H 3.90882 -5.43581 2.36244 -0.3 0.1 0.1
H 3.84296 -3.62650 0.56382 0.0 -0.3 0.3
```
Positions in Å, forces in eV/Å.

This record from OMol25 describes a structure of composition C16H11BrNO3PdS2Te. The level of theory is ωB97M-V/def2-TZVPD.

Output
total charge	+1
relative energy (zero: lowest compared OMol25 entry of this formula, charge and spin)	1.1	kcal/mol
HOMO	-11.05	eV

```
36
Properties=species:S:1:pos:R:3:forces:R:3
Pd 0.00791 0.07280 1.06065 -0.4 0.1 0.3
O -2.38553 -1.81055 -0.33814 -0.1 0.0 0.1
C -1.62161 -1.15457 -1.24621 0.2 -0.1 -0.2
O -1.67742 0.03384 -1.40399 -0.1 0.1 -0.1
C -0.61563 -2.05195 -1.87809 0.0 0.1 0.1
C -0.69686 -2.44575 -3.20129 0.1 0.0 -0.1
C 0.30111 -3.24215 -3.74657 -0.1 0.0 0.0
C 1.38853 -3.60614 -2.97087 0.0 0.0 0.1
C 1.48765 -3.18341 -1.65155 0.0 0.0 -0.1
C 0.47736 -2.41809 -1.08200 0.0 0.0 0.1
S 0.63626 -2.07152 0.66340 0.0 -0.1 -0.1
H -1.54332 -2.13488 -3.79942 0.0 0.0 0.0
H 0.23198 -3.56726 -4.77520 0.0 0.0 0.0
H 2.17562 -4.21627 -3.39314 0.0 0.0 0.0
H 2.34650 -3.46124 -1.05431 0.0 0.0 0.0
O 5.21762 3.25037 1.74895 0.0 0.0 0.0
C 4.17905 2.45556 1.48981 0.0 0.0 0.0
C 4.29033 1.21123 0.86925 -0.1 0.0 0.0
C 3.14833 0.46968 0.65586 0.1 0.0 0.0
N 1.94243 0.91249 1.01680 -0.2 0.0 0.0
C 1.86149 2.10247 1.60320 0.0 0.0 -0.1
Br 0.04834 2.55783 2.01082 0.1 -0.1 -0.1
C 2.91713 2.92341 1.87447 0.0 0.1 0.0
H 6.04848 2.85859 1.45210 0.0 0.0 0.0
H 5.25221 0.82442 0.56111 0.0 0.0 0.0
H 3.17453 -0.50932 0.19575 0.0 0.0 0.0
H 2.80230 3.88351 2.35494 0.0 0.0 0.0
Te -2.33124 -0.98357 1.44346 0.3 0.1 0.0
C -3.64970 0.57941 1.23283 0.1 -0.1 0.1
C -4.82817 0.62244 1.94018 0.0 0.1 0.0
C -5.52183 1.84009 1.75220 0.0 0.0 0.0
C -4.85125 2.68623 0.91797 0.1 0.0 0.0
S -3.39200 2.02142 0.34042 0.0 0.0 0.0
H -5.18455 -0.18637 2.56298 0.0 0.0 0.0
H -6.47383 2.07179 2.20485 0.0 0.0 0.0
H -5.16225 3.66546 0.58877 0.0 0.0 0.0
```
Positions in Å, forces in eV/Å.